1.
# CH5Ba3O2

A structure of composition CH5Ba3O2 (ωB97M-V/def2-TZVPD, the OMol25 dataset).

The HOMO-LUMO gap is 3.45 eV. The value obtained for the HOMO energy is -24.95 eV. As for the charge: +5. The calculation puts the energy at -265.60937 Eh.

Each line ends with the Löwdin charge.
Positions of all 11 atoms, in Å:
Ba 1.76 -3.41 1.66  1.99
Ba -0.80 -0.72 2.97  1.96
Ba 2.75 0.35 1.85  1.98
O 0.76 -1.07 0.70  -0.98
H 0.05 -1.01 0.03  -0.02
C -1.05 1.22 -1.26  -0.06
O 0.17 0.50 -1.53  -0.10
H -1.90 0.57 -1.48  0.10
H -1.07 1.52 -0.21  0.06
H -1.13 2.04 -1.97  0.13
H 0.47 0.02 -0.76  -0.05

2.
# CH5BrN2P

A cluster of 2 separate species, CH5BrN2P in total (ωB97M-V/def2-TZVPD, the OMol25 dataset).

The HOMO-LUMO gap (spin up / spin down) is 8.23 / 6.76 eV. The value obtained for the HOMO energy (spin up / spin down) is -14.89 / -14.01 eV. As for the charge: +1. The calculation puts the energy relative to the best compared isomer or geometry (same formula, charge and spin) at 2.870 eV. The calculation puts the energy at -3065.63203 Eh.

Each line ends with the Löwdin charge.
Positions of all 10 atoms, in Å:
C -0.31 -0.15 0.18  -0.71
N -0.40 0.38 -0.98  0.17
N -0.71 0.52 1.26  0.17
P 0.27 -1.95 0.29  0.95
Br 3.13 0.65 -0.46  0.07
H -0.89 1.24 -0.96  0.13
H 0.06 -0.07 -1.70  0.07
H -1.11 1.37 1.37  0.09
H -0.76 0.00 2.16  0.14
H 0.72 -1.99 -1.15  -0.09

3.
# CH5BrO3Si

A cluster of 2 separate species, CH5BrO3Si in total (ωB97M-V/def2-TZVPD, the OMol25 dataset).

The HOMO-LUMO gap (spin up / spin down) is 6.26 / 7.45 eV. The value obtained for the HOMO energy (spin up / spin down) is -7.07 / -8.08 eV. The calculation puts the energy relative to the best compared isomer or geometry (same formula, charge and spin) at 3.939 eV. The calculation puts the energy at -3130.32949 Eh.

Each line ends with the Löwdin charge.
Positions of all 11 atoms, in Å:
C -0.54 1.87 -0.93  -0.54
O 0.85 -2.31 -0.47  -0.05
O 1.67 -0.54 1.33  -0.11
O -0.99 -0.75 0.98  -0.11
Si 0.45 -1.03 0.31  0.38
Br -1.89 2.52 0.36  0.45
H -0.07 2.79 -1.43  -0.01
H -1.09 1.36 -1.62  -0.13
H 0.35 -2.95 -1.01  0.11
H 2.43 -1.14 1.43  0.06
H -1.18 0.17 1.04  -0.06

4.
# CH5Cl2N2OP

A structure of composition CH5Cl2N2OP (ωB97M-V/def2-TZVPD, the OMol25 dataset).

The HOMO-LUMO gap (spin up / spin down) is 8.70 / 8.69 eV. The value obtained for the HOMO energy (spin up / spin down) is -8.79 / -8.80 eV. The calculation puts the energy relative to the best compared isomer or geometry (same formula, charge and spin) at 4.734 eV. The calculation puts the energy at -1487.46294 Eh.

Each line ends with the Löwdin charge.
Positions of all 12 atoms, in Å:
C 0.75 0.67 -1.10  -1.36
N 0.78 -0.99 0.95  -0.12
N -1.50 -0.71 -0.30  -0.12
O -0.91 1.58 1.98  -0.58
P -0.24 0.15 0.35  0.67
Cl 2.10 1.62 -0.61  0.60
Cl -0.36 1.60 -2.02  0.59
H 1.08 -0.33 -1.71  0.12
H 1.76 -0.66 1.03  0.06
H 0.52 -1.27 1.85  0.04
H -2.27 -0.15 -0.68  0.06
H -1.72 -1.51 0.25  0.05

Q: Which value of energy does entry 3 give?
A: -3130.32949 Eh

Q: What is the energy in the first record?
A: -265.60937 Eh